The following is a DFT calculation (ωB97M-V/def2-TZVPD) of 5 unconnected molecules or ions with the total composition C10H29F3N4O7S at a distorted geometry.

## Properties
- LUMO: -1.307 eV
- HOMO-LUMO gap: 0.24928 hartree
- DFT total energy: -1841.74436 hartree

Geometry as ORCA input:
```
! RIJCOSX wB97M-V def2-TZVPD def2/J DEFGRID3
* xyz 0 1
O 0.043 -1.031 0.421
H 0.369 -0.753 1.280
H 0.220 -0.320 -0.200
H -0.835 -1.417 0.373
C 1.315 0.686 -5.296
F 1.953 1.103 -6.437
F -0.068 0.684 -5.515
F 1.748 -0.521 -4.988
S 1.749 1.910 -3.888
O 1.349 3.250 -4.301
O 1.045 1.331 -2.713
O 3.204 1.817 -3.613
C 6.136 -1.084 -0.560
O 6.558 -1.782 0.391
N 6.851 -0.948 -1.654
N 5.103 -0.376 -0.443
H 6.498 -0.219 -2.257
H 7.698 -1.448 -1.881
H 4.850 0.315 -1.135
H 4.830 -0.239 0.520
C -4.447 0.168 -0.409
C -4.576 -1.304 -0.987
C -4.101 -1.354 -2.474
O -3.668 -2.651 -2.876
C -4.759 -3.595 -2.879
N -3.792 -2.138 -0.057
H -4.862 0.887 -1.115
H -3.438 0.529 -0.212
H -5.068 0.231 0.485
H -5.588 -1.708 -1.001
H -3.190 -0.755 -2.484
H -4.967 -0.978 -3.018
H -4.340 -4.590 -3.031
H -5.597 -3.349 -3.531
H -5.147 -3.778 -1.877
H -3.996 -1.994 0.921
H -3.967 -3.127 -0.163
C 1.214 0.848 5.938
C 0.774 0.753 4.466
C 0.691 2.135 3.766
O 0.223 2.088 2.396
C 0.167 3.391 1.865
N 1.757 0.020 3.736
H 0.472 1.477 6.430
H 2.234 1.199 6.096
H 1.119 -0.048 6.550
H -0.215 0.318 4.323
H 1.605 2.728 3.791
H -0.100 2.757 4.183
H -0.230 3.417 0.851
H 1.170 3.815 1.813
H -0.510 4.073 2.380
H 2.683 0.423 3.778
H 1.837 -0.848 4.244
*
```

These are the Löwdin partial charges, in e, on atoms 1 to 4: O 0.375; H 0.153; H 0.179; H 0.164